67
Properties=species:S:1:pos:R:3:forces:R:3:mulliken_charge:R:1 method="wB97M-V/def2-TZVPD" s_squared=0.7575 total_energy_ha=-6808.3193 charge=0 lumo_ev="-0.23 / -0.72" multiplicity=2 max_force_ev_per_a=0.8 gap_ev="6.290 / 6.458"
Hg -0.52310 -0.47739 0.50781 -0.01 -0.07 0.51 1.9069
Se 1.87200 -1.50093 1.53053 -0.35 0.07 -0.32 -0.2188
Se 1.63229 0.35088 3.85396 -0.02 0.14 -0.04 -0.1972
C -0.05004 -0.42978 4.30766 -0.29 -0.17 -0.05 0.0385
C -0.38305 -0.56142 5.66228 0.00 0.00 -0.07 -0.6513
C -1.59000 -1.14230 6.00397 0.06 0.04 0.00 -0.2665
C -2.43112 -1.60312 4.99796 -0.02 -0.02 0.08 -0.8477
C -2.02506 -1.43665 3.68852 0.13 0.07 -0.12 -0.0927
N -0.87273 -0.85000 3.34352 0.05 0.03 0.06 0.1813
C 3.04351 -0.81140 0.20372 0.16 0.12 -0.28 0.0370
C 4.42933 -1.00918 0.31241 0.00 0.01 0.03 -0.8172
C 5.26160 -0.59148 -0.70814 0.00 -0.05 0.10 -0.3174
C 4.71140 0.00905 -1.83536 -0.01 0.03 -0.05 -0.8899
C 3.34017 0.18329 -1.85975 -0.12 -0.01 0.14 -0.2647
N 2.52416 -0.19161 -0.86724 -0.04 0.11 -0.02 0.2044
H 0.31075 -0.21051 6.41364 -0.02 -0.04 0.03 0.3856
H -1.86975 -1.24825 7.04611 0.03 0.00 -0.04 0.3705
H -3.37316 -2.08692 5.22428 0.05 0.05 -0.03 0.4278
H -2.64243 -1.78351 2.86433 0.06 0.04 0.01 0.2214
H 4.81976 -1.49956 1.19371 0.03 0.00 -0.02 0.4676
H 6.33237 -0.74313 -0.63876 -0.03 -0.01 0.03 0.3849
H 5.32684 0.32221 -2.66980 -0.05 -0.01 0.05 0.4247
H 2.85505 0.63662 -2.72478 0.03 -0.03 0.09 0.4254
C -3.34878 -3.88227 0.17079 0.04 -0.01 0.04 -1.3569
C -2.59591 -2.56489 0.19789 0.06 0.34 -0.01 0.8760
O -3.20744 -1.51885 -0.08655 0.61 -0.34 0.25 -0.6444
O -1.34732 -2.64408 0.52823 -0.44 0.65 -0.29 -0.7834
H -4.41873 -3.69679 0.24110 0.03 -0.03 -0.02 0.3450
H -3.01497 -4.52564 0.98356 0.01 -0.04 -0.04 0.3044
H -3.13978 -4.38872 -0.77350 0.02 -0.01 0.02 0.3264
C 1.65474 2.68467 1.12374 0.13 -0.02 0.07 -0.6349
N 1.49632 3.24411 -0.25537 -0.28 0.07 0.30 0.2272
C 1.31036 4.71684 -0.19065 0.02 0.00 -0.07 -0.8813
C 0.39161 2.52503 -1.03223 -0.14 -0.03 -0.13 -0.4392
C -0.95298 2.59476 -0.37244 0.32 0.06 -0.08 0.9762
C -1.78802 3.69161 -0.61615 0.02 0.08 0.07 -0.3934
C -3.01466 3.79054 0.01718 0.04 -0.07 0.05 -0.8196
C -3.40219 2.77740 0.89059 0.00 0.05 -0.05 -0.7571
C -2.58588 1.67230 1.08722 -0.03 0.03 0.06 -0.4211
C -1.34203 1.54156 0.45628 -0.39 -0.48 -0.06 -0.4616
H 2.47248 3.19464 1.63183 -0.01 0.01 -0.13 0.4214
H 1.85252 1.62312 1.06359 0.01 -0.21 -0.07 -0.0610
H 0.73249 2.82946 1.67149 -0.13 0.04 0.01 0.4390
H 2.35356 3.06057 -0.76727 0.17 -0.15 -0.04 0.3397
H 0.38586 4.92252 0.33674 -0.08 -0.03 0.05 0.4212
H 1.25773 5.12821 -1.19583 0.00 -0.05 -0.04 0.3337
H 2.14619 5.15499 0.34960 0.02 -0.04 -0.02 0.3404
H 0.70712 1.48470 -1.09105 0.19 -0.03 -0.08 -0.4736
H 0.39074 2.97435 -2.02725 0.07 0.05 0.01 0.5005
H -1.48197 4.46504 -1.31885 0.00 -0.06 0.07 0.4436
H -3.66160 4.63830 -0.17312 0.00 -0.05 0.00 0.3868
H -4.36700 2.82940 1.38583 0.10 0.00 -0.03 0.4249
H -2.94373 0.87372 1.72618 0.00 0.00 -0.04 0.3607
S -1.40927 -0.42077 -4.67238 0.01 0.05 0.06 -0.3092
C -1.25756 0.12231 -3.02526 -0.14 -0.01 -0.22 -0.4448
N -0.60039 -0.64647 -2.23863 0.08 -0.10 0.19 0.5319
C -0.16540 -1.78869 -2.89880 0.01 0.01 -0.14 -0.7404
C 0.52986 -2.84622 -2.31101 0.07 0.00 0.10 -0.1136
C 0.87793 -3.92350 -3.09953 -0.01 0.02 0.05 -0.8573
C 0.55204 -3.96034 -4.46255 -0.03 0.03 -0.08 -0.4817
C -0.14030 -2.92367 -5.05874 0.04 -0.01 -0.01 -0.4704
C -0.50079 -1.83998 -4.25875 -0.06 0.06 0.07 0.7691
H -1.73331 1.04784 -2.70796 0.10 -0.15 0.00 0.3477
H 0.76340 -2.81123 -1.25199 -0.04 -0.02 -0.05 0.3098
H 1.40034 -4.76199 -2.65525 0.00 0.05 -0.02 0.4217
H 0.84133 -4.81893 -5.05920 -0.03 0.07 0.05 0.3856
H -0.39537 -2.94986 -6.11211 0.01 -0.03 0.09 0.3994